11
Properties=species:S:1:pos:R:3:nbo_charge:R:1 method="wB97M-V/def2-TZVPD" smiles="[H]/N=c1/[nH]cc(N=O)o1"
C 1.06 -0.48 -0.08 0.629
C -0.19 1.30 -0.17 -0.026
C -0.99 0.15 -0.22 0.264
H 1.42 -2.30 -0.01 0.380
H 1.88 1.36 0.77 0.456
H -0.67 2.26 0.18 0.254
N 1.96 -1.32 -0.07 -0.679
N 1.05 0.91 -0.04 -0.588
N -2.41 0.10 -0.29 0.076
O -2.86 -0.98 0.21 -0.314
O -0.25 -1.02 -0.28 -0.453

12
Properties=species:S:1:pos:R:3:nbo_charge:R:1 method="wB97M-V/def2-TZVPD" smiles="O=[N+]([O-])[C@]1(O)C=CN=N1"
C 0.75 -0.78 -0.29 -0.234
C -0.11 -1.83 -0.10 -0.060
C 0.16 0.37 0.38 0.350
N -1.23 -1.33 0.67 -0.085
N -1.09 -0.18 0.96 -0.150
N -0.48 1.29 -0.91 0.542
O -0.29 2.45 -0.67 -0.339
O -1.02 0.77 -1.83 -0.328
O 1.08 1.22 1.21 -0.629
H 1.65 -0.84 -0.71 0.231
H 0.08 -2.77 -0.49 0.223
H 0.49 1.62 1.78 0.481

11
Properties=species:S:1:pos:R:3:nbo_charge:R:1 method="wB97M-V/def2-TZVPD" smiles="[H]/N=C(/C#N)NSC=O"
C 0.26 -0.90 0.72 0.316
C 0.40 1.83 -1.27 0.213
C -0.16 -2.26 0.51 0.226
H 1.25 0.50 1.57 0.353
H -1.39 -0.42 -0.62 0.441
H 0.48 2.89 -1.60 0.152
N 1.13 -0.56 1.55 -0.598
N -0.64 -0.10 0.04 -0.762
N -0.61 -3.34 0.35 -0.250
O 0.86 0.93 -1.98 -0.510
S -0.59 1.60 0.20 0.419

11
Properties=species:S:1:pos:R:3:nbo_charge:R:1 method="wB97M-V/def2-TZVPD"
C -0.07 -0.45 0.07 0.436
C 0.26 0.97 0.30 -0.256
C 1.51 1.41 0.05 -0.068
H -3.39 -0.68 -0.54 0.157
H -0.66 1.44 0.74 0.249
H 1.81 2.43 0.29 0.235
N -1.28 -0.89 0.03 -0.566
N 2.51 0.40 -0.36 -0.138
N 2.26 -0.78 -0.20 0.190
O 0.94 -1.37 0.31 -0.360
S -2.50 0.32 -0.12 0.121

11
Properties=species:S:1:pos:R:3:nbo_charge:R:1 method="wB97M-V/def2-TZVPD" smiles="O=c1[nH]cnc(=S)[nH]1"
C -1.46 -0.16 -0.01 0.201
C 0.17 1.45 0.00 0.325
C 0.93 -0.83 0.00 0.784
H 0.46 2.49 0.00 0.201
H 2.18 0.81 0.02 0.438
H -0.72 -2.07 0.00 0.442
N -1.08 1.18 0.00 -0.491
N 1.18 0.53 -0.01 -0.623
N -0.43 -1.09 0.00 -0.630
O 1.79 -1.68 0.00 -0.583
S -3.02 -0.64 0.00 -0.066

11
Properties=species:S:1:pos:R:3:nbo_charge:R:1 method="wB97M-V/def2-TZVPD"
C 0.38 0.26 1.47 0.165
C -1.75 -2.65 -0.87 0.119
C 0.43 0.93 0.27 0.366
N 0.41 -0.31 2.48 -0.231
N -0.95 -2.29 -1.61 -0.354
N 1.16 2.02 0.00 -0.598
O -0.30 0.45 -0.83 -0.678
S 2.19 2.72 1.00 -0.009
H -2.45 -2.85 -0.05 0.256
H 1.27 2.29 -1.06 0.446
H -0.39 -0.58 -0.79 0.519

11
Properties=species:S:1:pos:R:3:nbo_charge:R:1 method="wB97M-V/def2-TZVPD" smiles="OC(=S)c1nc[nH]n1"
C -1.49 -0.06 0.99 0.221
C -0.25 -0.17 0.24 0.140
C 1.28 -0.12 -1.17 0.191
H -2.35 0.21 -0.74 0.487
H 1.79 0.13 -2.30 0.240
H 2.86 -0.44 0.34 0.449
N -0.05 -0.05 -1.19 -0.473
N 1.82 -0.12 0.09 -0.398
N 0.78 -0.10 0.98 -0.173
O -2.65 0.17 0.19 -0.656
S -1.75 0.54 2.59 -0.028

10
Properties=species:S:1:pos:R:3:nbo_charge:R:1 method="wB97M-V/def2-TZVPD" smiles=Sc1cncnn1
C -0.52 0.47 0.61 -0.095
C 0.29 -0.71 0.78 0.051
C 1.16 -0.47 -1.24 0.174
H -2.24 1.44 0.62 0.144
H 0.19 -1.24 1.78 0.192
H 1.90 -0.65 -1.91 0.188
N 1.09 -1.19 -0.12 -0.394
N 0.49 0.75 -1.39 -0.199
N -0.45 1.04 -0.61 -0.206
S -1.91 0.56 1.48 0.145

11
Properties=species:S:1:pos:R:3:nbo_charge:R:1 method="wB97M-V/def2-TZVPD" smiles="[H]/N=c1/ccnnnn1"
C -0.84 0.14 0.18 0.288
C -0.05 -0.92 -0.47 -0.228
C 1.21 -0.90 -0.25 -0.070
H -2.42 0.63 0.90 0.344
H -0.35 -1.78 -1.03 0.243
H 1.83 -1.69 -0.41 0.215
N -1.91 -0.19 0.65 -0.522
N 1.61 0.08 0.77 -0.100
N 1.21 1.28 0.56 -0.050
N 0.42 1.90 -0.46 0.052
N -0.71 1.44 -0.43 -0.171

11
Properties=species:S:1:pos:R:3:nbo_charge:R:1 method="wB97M-V/def2-TZVPD" smiles="N#CC1=NN=CNN1"
C 0.49 -0.10 -2.33 0.230
C 0.34 0.10 -0.88 0.256
C -0.12 0.57 1.61 0.232
H -0.39 0.74 2.65 0.197
H -1.76 -0.14 0.80 0.371
H 0.36 -1.74 0.05 0.381
N 0.50 -0.32 -3.46 -0.253
N 0.96 1.09 -0.31 -0.211
N 0.75 1.35 1.05 -0.281
N -0.83 -0.53 1.02 -0.457
N -0.28 -1.00 -0.19 -0.465

11
Properties=species:S:1:pos:R:3:nbo_charge:R:1 method="wB97M-V/def2-TZVPD"
C -1.07 0.13 0.11 0.252
C -0.59 -1.04 -0.42 0.017
C 0.92 1.29 -0.29 0.222
H -2.73 -0.71 1.00 0.353
H -1.55 -1.52 -0.88 0.239
H 1.49 2.19 -0.62 0.234
N -2.34 0.22 0.49 -0.553
N 0.74 -1.31 -0.54 -0.269
N 1.52 -0.76 0.53 0.085
N 1.49 0.39 0.66 -0.195
N -0.37 1.14 -0.56 -0.387

11
Properties=species:S:1:pos:R:3:nbo_charge:R:1 method="wB97M-V/def2-TZVPD"
C 0.04 1.29 0.05 0.449
C 0.68 -0.76 -0.89 0.248
C -0.86 -1.28 0.74 0.255
H 1.83 2.27 -0.33 0.401
H 1.26 -1.33 -1.73 0.204
H -1.37 -2.18 1.32 0.199
N 0.93 1.97 0.48 -0.607
N 0.45 0.47 -1.03 -0.450
N 0.20 -1.52 0.14 -0.468
N -1.77 -0.07 0.76 -0.146
N -1.38 1.12 0.48 -0.085

12
Properties=species:S:1:pos:R:3:nbo_charge:R:1 method="wB97M-V/def2-TZVPD" smiles=Cn1nnc(C#N)[n+]1[O-]
C 4.63 0.21 -0.04 0.217
C 3.29 -0.21 0.11 0.046
C -0.26 -0.10 -0.23 -0.443
N 5.71 0.55 -0.24 -0.236
N 1.59 -1.68 0.17 0.010
N 2.82 -1.76 0.16 -0.117
N 1.10 -0.47 -0.02 -0.068
N 2.14 0.46 -0.09 0.292
O 1.89 1.65 -0.16 -0.433
H -0.82 -1.07 -0.21 0.252
H -0.62 0.58 0.68 0.241
H -0.39 0.34 -1.25 0.241

14
Properties=species:S:1:pos:R:3:nbo_charge:R:1 method="wB97M-V/def2-TZVPD" charge=+1
C 3.02 -0.55 -0.11 0.177
C 1.16 0.16 0.06 0.733
C -3.21 -0.41 0.00 0.824
N 1.72 -0.97 0.02 -0.434
N 3.14 0.76 -0.03 -0.157
N -1.70 1.22 -0.06 0.160
N 1.91 1.25 0.04 -0.390
N -1.90 -0.86 0.02 -0.436
N -1.09 0.15 -0.09 0.050
O -4.20 -1.04 -0.06 -0.454
O -3.06 0.98 -0.07 -0.257
H 3.79 -1.21 -0.22 0.242
H 1.83 2.23 0.24 0.482
H -1.41 -1.71 0.27 0.462

8
Properties=species:S:1:pos:R:3:nbo_charge:R:1 method="wB97M-V/def2-TZVPD"
C 0.32 -0.41 0.97 -0.148
C 0.99 0.64 0.21 -0.094
C 1.40 1.04 -1.04 -0.157
H -2.31 -0.51 -0.64 0.486
H 0.62 -0.48 2.11 0.231
H 2.03 1.34 -1.83 0.227
N -0.99 -0.72 0.62 -0.060
O -1.22 -0.36 -0.60 -0.485

C3H3NO | ωB97M-V with the def2-TZVPD basis set

```
8
Properties=species:S:1:pos:R:3:nbo_charge:R:1
O -1.44 0.35 0.59 -0.521
C -0.23 0.03 -1.23 0.006
C 0.73 -0.51 -0.39 -0.064
N 0.76 -0.20 0.90 -0.521
C -0.35 0.53 1.14 0.509
H -0.78 -0.53 -1.98 0.186
H 1.57 -1.08 -0.80 0.239
H -0.19 1.47 1.68 0.167
```

8
Properties=species:S:1:pos:R:3:nbo_charge:R:1 method="wB97M-V/def2-TZVPD" smiles="CC(=O)C#N"
C -1.15 1.14 0.03 -0.727
C -0.51 -0.23 -0.13 0.523
C 1.03 -0.02 -0.10 0.127
H -2.09 1.08 -0.64 0.257
H -1.40 1.39 1.22 0.285
H -0.21 1.78 -0.45 0.249
N 2.18 0.12 0.08 -0.272
O -0.97 -1.31 0.06 -0.443

8
Properties=species:S:1:pos:R:3:nbo_charge:R:1 method="wB97M-V/def2-TZVPD" smiles="CC(=O)C#N"
C -0.90 -0.54 0.00 -0.707
C 0.16 0.64 -0.17 0.502
C 1.63 0.26 -0.26 0.144
H -1.18 -0.31 1.15 0.260
H -1.79 -0.45 -0.66 0.253
H -0.50 -1.57 -0.17 0.235
N 2.79 0.17 0.10 -0.228
O -0.20 1.80 0.01 -0.459

8
Properties=species:S:1:pos:R:3:nbo_charge:R:1 method="wB97M-V/def2-TZVPD" smiles="C=CN=C=O"
O -2.38 -0.24 -0.27 -0.460
C 0.71 -0.32 0.82 -0.446
C 0.83 0.37 -0.32 -0.015
N -0.24 0.25 -1.20 -0.568
C -1.28 -0.15 -0.64 0.857
H 0.98 0.20 1.76 0.237
H 1.67 0.99 -0.65 0.224
H -0.28 -1.11 0.50 0.170

8
Properties=species:S:1:pos:R:3:nbo_charge:R:1 method="wB97M-V/def2-TZVPD" smiles="C=C=O.C#N"
O 0.89 -1.05 -1.33 -0.484
C 1.04 -0.61 -0.25 0.721
C 1.17 -0.10 0.94 -0.783
C -1.84 0.50 -0.76 0.071
N -1.93 1.26 0.10 -0.316
H -1.72 -0.22 -1.55 0.244
H 0.63 0.81 1.17 0.280
H 1.77 -0.60 1.69 0.266

8
Properties=species:S:1:pos:R:3:nbo_charge:R:1 method="wB97M-V/def2-TZVPD" smiles=c1cocn1
N -1.08 -0.41 -0.52 -0.445
O 0.87 -0.67 0.56 -0.404
C -0.21 -1.26 -0.05 0.300
C -0.45 0.80 -0.33 -0.129
C 0.72 0.64 0.31 0.047
H -0.36 -2.33 -0.10 0.202
H -0.87 1.78 -0.51 0.212
H 1.38 1.45 0.64 0.216

8
Properties=species:S:1:pos:R:3:nbo_charge:R:1 method="wB97M-V/def2-TZVPD" smiles="C#C/C=N/O"
C 0.02 0.59 -0.03 -0.083
C -1.33 0.09 -0.01 -0.053
C -2.51 -0.24 0.04 -0.191
H 2.63 -0.91 0.15 0.487
H 0.45 1.62 0.09 0.218
H -3.54 -0.43 0.01 0.233
N 0.87 -0.39 -0.07 -0.075
O 2.16 -0.03 0.03 -0.534

8
Properties=species:S:1:pos:R:3:nbo_charge:R:1 method="wB97M-V/def2-TZVPD" smiles=c1cocn1
O 0.55 1.09 -0.18 -0.416
C -0.73 0.70 0.08 0.053
C -0.76 -0.64 0.16 -0.130
N 0.52 -1.15 -0.06 -0.449
C 1.25 -0.10 -0.25 0.311
H -1.55 1.40 0.19 0.214
H -1.59 -1.23 0.50 0.216
H 2.32 -0.07 -0.44 0.201

9
Properties=species:S:1:pos:R:3:nbo_charge:R:1 method="wB97M-V/def2-TZVPD" smiles="O=C=O.CC#N"
C 0.54 -0.87 -0.13 0.303
C -0.44 1.68 -1.63 1.043
C 0.03 -0.88 1.31 -0.729
N 0.97 -0.91 -1.20 -0.370
O -0.30 1.96 -2.75 -0.499
O -0.61 1.58 -0.49 -0.542
H 0.73 -0.24 1.90 0.260
H 0.01 -2.02 1.52 0.265
H -0.94 -0.30 1.46 0.269

C3H3NO2 | ωB97M-V with the def2-TZVPD basis set

```
9
Properties=species:S:1:pos:R:3:nbo_charge:R:1
C 1.37 -0.45 -0.08 0.121
O 0.59 -0.72 -1.03 -0.546
C -1.13 -0.06 -0.77 0.739
O -1.94 -0.21 -1.56 -0.401
C -0.90 0.63 0.72 -0.105
N -1.80 1.16 1.27 -0.284
H 0.22 0.41 0.89 0.151
H 1.56 -1.19 0.71 0.162
H 2.04 0.42 -0.14 0.162
```

C3H3NO2 | ωB97M-V with the def2-TZVPD basis set

```
9
Properties=species:S:1:pos:R:3:nbo_charge:R:1
C 0.55 0.75 2.39 0.871
C -0.16 -1.97 1.99 0.472
C 0.01 0.06 0.07 -0.407
N 0.23 0.04 1.48 -0.557
O 0.72 -2.40 2.56 -0.523
O 0.83 1.25 3.39 -0.500
H 0.19 1.06 -0.34 0.211
H -1.02 -0.24 -0.12 0.220
H 0.69 -0.65 -0.39 0.212
```

9
Properties=species:S:1:pos:R:3:nbo_charge:R:1 method="wB97M-V/def2-TZVPD" smiles="O=C1CN=CO1"
O -1.61 1.55 0.64 -0.515
C -0.74 0.81 0.29 0.761
C -0.66 -0.69 0.00 -0.405
N 0.77 -1.01 0.03 -0.422
C 1.33 0.12 -0.10 0.352
O 0.56 1.24 0.09 -0.484
H -1.39 -1.32 0.52 0.245
H -0.62 -0.98 -1.06 0.272
H 2.35 0.28 -0.41 0.196

9
Properties=species:S:1:pos:R:3:nbo_charge:R:1 method="wB97M-V/def2-TZVPD" smiles="N#CCOC=O"
O 0.76 1.44 0.49 -0.538
C 1.37 0.62 -0.13 0.641
O 0.88 -0.57 -0.53 -0.486
C -0.51 -0.80 -0.18 -0.177
C -1.23 0.31 0.45 0.246
N -2.08 0.94 0.91 -0.301
H 2.41 0.78 -0.44 0.143
H -1.05 -1.06 -1.09 0.237
H -0.56 -1.66 0.51 0.235

9
Properties=species:S:1:pos:R:3:nbo_charge:R:1 method="wB97M-V/def2-TZVPD" smiles="N#CCOC=O"
O 1.61 0.02 1.22 -0.565
C 1.56 0.27 0.05 0.649
O 0.52 0.01 -0.77 -0.487
C -0.62 -0.55 -0.14 -0.193
C -1.65 0.49 0.01 0.244
N -2.43 1.33 0.10 -0.280
H 2.36 0.74 -0.54 0.138
H -0.99 -1.36 -0.78 0.237
H -0.36 -0.95 0.85 0.258

C3H3NO2 | ωB97M-V with the def2-TZVPD basis set

```
9
Properties=species:S:1:pos:R:3:mulliken_charge:R:1
O -0.48 0.58 -1.62 -0.501
C -0.22 -0.02 -0.45 0.663
C 0.46 0.64 0.55 0.403
O 0.99 1.71 0.79 -0.581
C -0.71 -1.36 -0.30 -0.122
N -1.09 -2.45 -0.16 -0.353
H -0.04 1.46 -1.60 0.330
H 0.91 -0.43 1.20 0.088
H 0.16 -0.12 1.58 0.073
```

C3H3NO2 | ωB97M-V with the def2-TZVPD basis set

```
9
Properties=species:S:1:pos:R:3:nbo_charge:R:1
O 2.17 0.00 0.58 -0.640
C 0.96 -0.21 0.11 0.386
C -0.06 0.63 -0.38 0.161
O -1.33 0.67 0.17 -0.487
C -2.06 -0.41 -0.05 0.150
N 0.34 -1.09 -0.53 -0.331
H 2.67 -0.81 0.41 0.495
H 0.16 1.49 -1.03 0.201
H -2.86 -0.27 0.72 0.065
```

9
Properties=species:S:1:pos:R:3:nbo_charge:R:1 method="wB97M-V/def2-TZVPD" smiles=Oc1ccon1
O 2.04 0.14 0.03 -0.649
C 0.72 -0.12 0.01 0.436
N 0.25 -1.34 -0.10 -0.214
O -1.12 -1.19 -0.10 -0.277
C -1.42 0.11 0.01 0.157
C -0.30 0.86 0.09 -0.408
H 2.50 -0.70 -0.13 0.495
H -2.48 0.35 0.01 0.213
H -0.19 1.93 0.17 0.246

C3H3NO2 | ωB97M-V with the def2-TZVPD basis set

```
9
Properties=species:S:1:pos:R:3:nbo_charge:R:1
O 1.54 -0.07 -0.07 -0.656
C 0.72 0.91 -0.38 0.612
C 0.91 2.12 -1.07 -0.102
O -0.51 0.94 -0.25 -0.560
C -1.57 -2.01 0.62 0.164
N -0.42 -2.02 0.66 -0.384
H 1.01 -0.83 0.26 0.524
H 0.96 2.96 -0.37 0.158
H -2.64 -1.99 0.59 0.244
```

C3H3NO2 | ωB97M-V with the def2-TZVPD basis set

```
9
Properties=species:S:1:pos:R:3:nbo_charge:R:1
O 2.28 -0.94 0.97 -0.573
C 1.25 -0.42 0.67 0.784
N 0.87 0.86 0.41 -0.558
C -0.56 0.79 0.08 -0.398
C -0.97 -0.52 0.23 0.247
O 0.04 -1.28 0.54 -0.431
H 0.22 0.81 -0.83 0.450
H -1.17 1.68 0.11 0.263
H -1.95 -0.97 0.13 0.215
```

C3H3NO2 | ωB97M-V with the def2-TZVPD basis set

```
9
Properties=species:S:1:pos:R:3:nbo_charge:R:1
C 0.73 -0.03 0.12 0.485
C -0.09 1.07 0.06 -0.192
C -1.43 -0.54 -0.06 0.299
H 2.46 0.79 0.49 0.514
H 0.22 2.14 -0.14 0.207
H -2.35 -1.00 0.38 0.203
N -1.39 0.77 -0.07 -0.467
O 2.01 -0.21 -0.12 -0.626
O -0.26 -1.08 0.01 -0.422
```

9
Properties=species:S:1:pos:R:3:nbo_charge:R:1 method="wB97M-V/def2-TZVPD"
C 0.75 0.42 0.40 0.050
C 0.61 0.99 -1.15 0.402
C -1.11 -1.16 0.60 0.508
N 0.09 -0.53 0.77 -0.388
O -0.07 0.50 -1.97 -0.453
O -1.39 -2.28 0.26 -0.539
H 1.55 0.67 1.10 0.190
H 1.26 1.91 -1.25 0.112
H -1.68 -0.51 1.24 0.117

10
Properties=species:S:1:pos:R:3:nbo_charge:R:1 method="wB97M-V/def2-TZVPD" charge=-1
C 0.19 -0.01 0.17 -0.365
C -0.31 1.30 -0.20 0.191
C -0.84 -0.91 0.33 -0.583
N -3.30 -0.51 -1.26 -1.002
O -3.50 0.00 1.09 -1.112
O -1.57 1.50 -0.11 -0.700
P -2.52 -0.13 -0.02 2.026
H 1.16 -0.35 0.15 0.193
H 0.17 2.14 -0.68 0.154
H -0.73 -1.94 0.23 0.198

10
Properties=species:S:1:pos:R:3:nbo_charge:R:1 method="wB97M-V/def2-TZVPD" smiles="O=c1ccn(S)o1"
C 0.31 0.93 -0.03 0.027
C -1.02 0.87 -0.24 -0.405
C -1.41 -0.51 -0.04 0.690
H 2.72 -1.37 0.85 0.119
H 0.78 1.90 0.13 0.254
H -1.67 1.65 -0.30 0.235
N 0.75 -0.32 0.18 -0.291
O -2.45 -1.21 -0.18 -0.588
O -0.27 -1.26 -0.08 -0.292
S 2.27 -0.66 -0.28 0.251

C3H3NO2S | ωB97M-V with the def2-TZVPD basis set

```
10
Properties=species:S:1:pos:R:3:nbo_charge:R:1
C -0.05 0.25 -1.24 0.786
C 0.11 0.64 0.92 0.682
C -1.04 -0.09 0.41 -0.630
N 0.68 0.95 -0.39 -0.623
O -0.33 0.06 -2.38 -0.506
O 0.58 0.85 2.04 -0.516
S 1.95 1.91 -1.13 0.178
H -1.97 0.35 0.10 0.248
H -1.23 -1.03 0.84 0.235
H 1.97 2.84 -0.10 0.148
```

11
Properties=species:S:1:pos:R:3:nbo_charge:R:1 method="wB97M-V/def2-TZVPD" smiles="NC(=O)C(=O)C(=S)S"
C 0.05 0.65 1.09 0.581
C -0.04 0.05 -0.36 0.396
C -0.22 -1.45 -0.40 -0.341
H 1.31 2.22 1.56 0.396
H 0.62 1.78 -0.22 0.428
H -2.02 -1.14 -2.23 0.176
N 1.09 1.58 0.87 -0.809
O -0.34 0.06 2.04 -0.528
O 0.16 0.59 -1.46 -0.526
S -1.65 -2.16 -1.27 0.073
S 1.04 -2.17 0.38 0.154

Looking at energy relative to the best compared isomer or geometry (same formula, charge and spin) for the records above, in order, we have 143.76; 172.31; 59.10; 122.80; 0.00; 94.08; 78.13; 60.53; 114.49; 53.13; 121.78; 96.20; 87.73; 46.89; 135.14; 85.57; 33.42; 27.56; 51.03; 27.61; 6.00; 80.79; 2.36; 8.93; 111.83; 37.41; 32.33; 38.86; 28.76; 112.60; 158.85; 48.61; 110.36; 82.85; 83.31; 68.20; 34.19; 91.38; 76.65; 55.43 kcal/mol.
Looking at DFT total energy for the records above, in order, we have -11719.7229; -13766.1847; -20510.8165; -20508.0539; -20513.3791; -20509.2995; -20509.9911; -18462.4582; -10603.9023; -10606.5631; -10603.5862; -10604.6957; -12652.2289; -16181.0017; -6690.6315; -6692.7814; -6695.0427; -6695.2970; -6694.2792; -6695.2948; -6696.2317; -6692.9887; -6696.3897; -8744.7438; -8740.2816; -8743.5089; -8743.7291; -8743.4462; -8743.8840; -8740.2482; -8738.2429; -8743.0233; -8740.3456; -8741.5384; -8741.5184; -8742.1738; -18032.0966; -19576.8136; -19577.4523; -30412.4724 eV.